Record 1
Molecular formula: C24H42NO23P2
Method: DFT, the ωB97M-V functional and the def2-TZVPD basis

CARTESIAN COORDINATES (ANGSTROEM)
P  0.15479  -0.70562  2.06348
P  -1.99362  -0.34224  2.50632
O  2.93135  -0.76911  3.56315
O  0.58365  0.07635  -4.89607
O  -5.96404  -5.07459  0.77259
O  5.75912  2.86390  1.48928
O  -9.11806  -9.48687  1.09541
O  6.76336  4.65057  2.51065
O  2.66319  -0.06473  -3.94832
O  4.55486  4.72354  2.06727
O  0.08806  3.61073  0.46050
O  6.13534  3.54714  -4.50157
O  1.99257  3.75529  -0.80225
O  -7.16830  -3.21495  1.35057
O  -2.73636  -1.68020  3.33904
O  -4.95980  -3.28792  1.79395
O  -2.70871  0.06812  1.14916
O  0.77148  -0.38118  -2.69726
O  6.82981  3.35483  -2.32796
O  8.15242  2.59387  -3.98658
O  1.53071  1.84029  0.29267
O  -10.73657  -8.41225  -0.04696
O  -11.11320  -10.54122  0.70771
O  -1.98650  1.09773  3.54704
O  1.85652  -0.94195  1.77415
N  2.60544  -0.11738  2.56923
C  3.16117  2.95302  -0.83207
C  6.96440  3.19783  -3.68048
C  4.02953  7.02282  2.60017
C  -1.80045  0.41256  -5.11895
C  -0.59360  -0.11004  -2.96437
C  1.11122  3.11461  0.02397
C  -7.69363  -0.91567  1.88347
C  -7.50167  -7.71885  1.42410
C  6.32356  5.97858  2.73711
C  -6.87261  -2.14165  2.22849
C  -6.02569  -3.96092  1.26196
C  9.87758  1.44452  -2.74180
C  2.60878  1.58106  -0.58988
C  -5.39960  -1.95991  2.02041
C  4.85055  5.79684  2.94519
C  -9.72761  -7.46593  0.26092
C  -8.53364  -8.33860  0.50372
C  8.92856  2.62438  -2.80048
C  -10.38797  -9.56917  0.59500
C  5.69747  3.97757  1.97866
C  1.44988  -0.11913  -3.85621
C  -0.68646  -0.35786  -4.43951
C  7.87611  2.60623  -1.73367
C  3.88392  3.09501  -2.15631
H  9.49516  3.56332  -2.79384
H  3.81245  3.27753  -0.01159
H  -0.80142  0.92711  -2.67977
H  0.40971  0.73113  2.23542
H  -1.67216  1.82004  2.89551
H  10.52155  1.42869  -3.62738
H  -7.95519  -7.39161  2.36602
H  -1.72390  0.31383  -6.20688
H  3.25414  2.76532  -2.98977
H  4.12858  4.14533  -2.34651
H  8.21127  3.07897  -0.80662
H  -8.06127  -8.64856  -0.43621
H  -0.77698  -1.42723  -4.66515
H  -0.13471  -0.44009  0.65022
H  4.62384  5.46771  3.96644
H  -8.76232  -1.15354  1.90654
H  -7.09932  -2.47078  3.24974
H  3.33750  0.91241  -0.12393
H  -1.73522  1.48335  -4.89731
H  2.96084  6.78495  2.62324
H  4.22445  7.83767  3.30346
H  -0.07829  -2.10053  1.77712
H  6.57128  6.57914  1.85516
H  7.49759  1.60346  -1.50777
H  -6.73392  -8.45436  1.68636
H  -7.01877  -6.85868  0.95133
H  -2.78164  0.04885  -4.80026
H  -9.57857  -6.77476  -0.57292
H  2.20955  1.10340  -1.49117
H  -7.49872  -0.10083  2.58676
H  -5.15188  -1.35935  1.13846
H  9.33102  0.49520  -2.73626
H  4.80863  2.51069  -2.16457
H  0.31781  -0.94565  3.47889
H  6.82047  6.40641  3.61191
H  -10.04376  -6.89941  1.14352
H  -2.49471  -2.56339  2.92071
H  -7.47411  -0.56312  0.86982
H  -1.24017  -0.77568  -2.38635
H  10.50758  1.49028  -1.84872
H  4.24905  7.37537  1.58652
H  -4.90270  -1.53208  2.89521

## Properties
Kohn-Sham gap	6.4	eV
total charge	-1
HOMO level	-0.170	hartree
LUMO	1.825	eV



Record 2
Molecular formula: C24H42NOP3Pr
Method: DFT, the ωB97M-V functional and the def2-TZVPD basis

CARTESIAN COORDINATES (ANGSTROEM)
Pr  -1.10767  -0.00910  -1.23530
P  1.35135  0.99711  0.79427
P  -1.30819  2.80811  -1.67300
P  1.71888  -0.47976  -2.05566
O  -1.93503  -1.45578  -3.07254
N  -1.56417  -0.36438  1.22784
C  -2.69032  0.32232  5.94130
C  1.02971  1.41993  2.55315
C  -1.63921  -0.44580  2.40841
C  -2.31853  -1.94086  -4.40677
C  -1.45927  -2.81846  -5.05201
C  -2.69055  2.61405  -2.88196
C  -0.02113  3.64008  -2.69687
C  0.22200  -3.86416  0.69449
C  -0.83546  -1.29738  4.60736
C  3.09030  0.65463  -2.53064
C  -1.85497  4.27566  -0.74974
C  2.88268  -0.02234  1.12947
C  -2.65071  0.31152  4.54259
C  2.64217  -2.03064  -1.72849
C  2.11664  2.59281  0.29253
C  -1.69469  -3.12617  -6.40800
C  -0.87495  -1.26895  6.00704
C  -3.45339  -1.41605  -5.03821
C  -0.40211  -4.03913  -0.47603
C  -1.79606  -0.46065  6.67590
C  -3.70911  -1.79797  -6.36797
C  -2.82756  -2.64308  -7.06498
C  1.11646  -0.84156  -3.76279
C  -1.72369  -0.49824  3.84418
H  -0.34048  -3.49807  1.55997
H  -3.34709  0.93699  3.98076
H  2.58747  -1.04996  1.40244
H  1.96870  -2.75948  -1.25409
H  0.08686  1.96842  2.64511
H  -2.36544  1.93835  -3.69379
H  -0.17546  -1.87325  6.59051
H  -0.99184  -3.74374  -6.97399
H  2.68716  2.50880  -0.63744
H  -2.93274  3.60500  -3.28224
H  -0.97812  4.66511  -0.21327
H  0.37517  2.94548  -3.45613
H  -0.46460  4.52596  -3.18683
H  0.97321  0.51569  3.16837
H  3.51456  0.30884  -3.48668
H  1.32693  3.34095  0.15364
H  -0.61172  -3.29468  -4.55961
H  -4.59584  -1.41023  -6.87801
H  1.85102  2.04760  2.92024
H  -2.79499  -1.35599  -2.62223
H  -3.04378  -2.91369  -8.11121
H  3.89197  0.68137  -1.78005
H  -0.11408  -1.94834  4.10518
H  -3.58414  2.19171  -2.39075
H  3.55078  -0.06401  0.25310
H  3.50474  -1.87174  -1.06643
H  2.99790  -2.43636  -2.68746
H  3.42721  0.42551  1.98022
H  2.78222  2.92679  1.09853
H  0.36504  -1.64344  -3.75084
H  0.80031  3.95612  -2.02959
H  -1.81708  -0.44108  7.76798
H  0.12825  -4.22151  -1.40350
H  -3.41176  0.95407  6.46752
H  -1.48280  -3.91522  -0.55624
H  1.29964  -3.95849  0.80661
H  -4.11377  -0.74002  -4.48968
H  -2.25064  5.05527  -1.41758
H  -2.62035  3.97360  -0.02361
H  0.67828  0.06832  -4.20188
H  2.70123  1.67206  -2.67484
H  1.97012  -1.15646  -4.38417

## Properties
Kohn-Sham gap (alpha / beta)	6.2 / 7.1	eV
⟨S²⟩	2.01
energy above the lowest of the compared OMol25 structures with the same formula, charge and spin	10.15	kcal/mol
total charge	+3
HOMO level (alpha / beta)	-0.617 / -0.617	hartree
LUMO (alpha / beta)	-10.564 / -9.672	eV
spin multiplicity	3



Record 3
Molecular formula: C24H42O17S2
Method: DFT, the ωB97M-V functional and the def2-TZVPD basis

CARTESIAN COORDINATES (ANGSTROEM)
S  -1.47829  4.74761  1.87090
S  4.44182  -4.40648  0.48561
O  -0.42377  2.40781  -3.04970
O  2.29145  0.35374  4.11750
O  3.53740  0.73777  2.32522
O  -2.50570  1.23274  1.14145
O  -6.87868  3.45634  -2.56507
O  3.61907  -1.25896  3.39689
O  -5.44395  3.79707  -0.89385
O  3.39680  -4.29351  -0.57801
O  -1.59042  0.49729  -3.42714
O  -0.95071  1.09252  -0.42108
O  3.44662  -1.68544  -2.77971
O  -7.07283  2.35830  -0.61318
O  -2.61311  2.43284  -3.50134
O  5.66058  -1.76509  -2.42055
O  -2.72726  5.46530  2.32761
O  4.65447  -3.31463  -3.71428
O  -0.61050  0.05336  1.49602
C  -1.57025  4.71486  0.06717
C  0.49520  -0.32583  0.70165
C  0.77613  -1.80301  0.44357
C  4.96290  -2.71282  0.95424
C  -3.70195  1.50116  -3.43779
C  -6.52409  3.21146  -1.45287
C  -1.41012  0.90482  0.80692
C  0.22052  0.35715  -0.69025
C  3.31761  -1.65520  4.75626
C  3.59755  -4.83592  2.01765
C  2.98455  -5.02934  -3.92097
C  2.50744  -2.62210  -3.30532
C  2.48585  -0.45141  5.28168
C  -1.44306  1.84409  -3.25610
C  -5.17977  3.29057  0.41192
C  3.18327  0.01150  3.18810
C  -0.05251  5.80339  2.17487
C  4.71000  -2.20053  -2.97235
C  4.61927  -1.91584  5.44692
C  -6.18636  0.96309  1.06081
C  -4.69285  1.67819  -4.56084
C  3.31048  -3.58525  -4.14833
C  -2.95778  0.16778  -3.24971
C  -6.42155  2.41760  0.67576
H  3.31702  -5.64336  -4.76085
H  -4.83152  2.76693  -4.59618
H  3.61403  -5.41360  -3.11402
H  -4.23146  1.89835  -2.56446
H  -5.20132  4.09630  1.14828
H  -7.14434  2.90687  1.32907
H  -4.20714  2.80805  0.50397
H  2.63974  -2.50986  4.74385
H  -5.53220  0.85894  1.93430
H  -5.70158  1.36412  -4.28867
H  -3.13578  -0.08946  -2.19329
H  5.66940  -2.21108  0.30082
H  5.30164  -2.45389  4.78706
H  3.17446  -5.83597  2.00982
H  1.05691  0.92308  -1.09660
H  1.77665  -2.05519  -3.88997
H  0.04902  -0.41407  -1.44146
H  -0.11354  -2.38577  0.69915
H  1.12868  -2.03086  -0.55926
H  1.92016  -3.06931  -2.50015
H  3.19285  0.10439  5.90527
H  1.95090  -5.20171  -3.63208
H  1.56944  -0.62415  5.83030
H  5.54839  -2.90254  1.86200
H  1.57671  -2.20217  1.07401
H  5.19928  -1.02270  5.69709
H  4.42318  -4.89878  2.73544
H  3.23281  -3.32218  -5.20584
H  -0.41436  6.77425  2.51720
H  -0.97859  3.84698  -0.24465
H  1.40860  0.13100  1.08592
H  0.66753  5.40936  2.88297
H  4.50010  -2.47181  6.37814
H  4.04790  -2.18913  1.20843
H  -7.07582  0.48750  1.48120
H  -2.56953  4.35496  -0.17367
H  -1.27744  5.61965  -0.45639
H  0.37532  5.99826  1.18978
H  2.89109  -4.05003  2.28091
H  -5.76783  0.39252  0.23694
H  -3.35125  -0.73097  -3.71743
H  -4.48158  1.35008  -5.57725

## Properties
Kohn-Sham gap	8.7	eV
energy above the lowest of the compared OMol25 structures with the same formula, charge and spin	48.98	kcal/mol
HOMO level	-0.312	hartree
LUMO	0.197	eV